C3H9FN4 | the ωB97M-V functional and the def2-TZVPD basis

Values from the calculation:
- electronic energy (hartree) = -437.8222
- energy relative to the best compared isomer or geometry (same formula, charge and spin) (kJ/mol) = 0.0
- SMILES = [H]/N=N/C(=[NH2+])[C@@H](F)C[NH3+]
- gap between HOMO and LUMO (eV) = 9.566
- HOMO (eV) = -18.282

```
! RIJCOSX wB97M-V def2-TZVPD def2/J DEFGRID3
* xyz 2 1
C -1.4234 0.0816 0.3127
C 1.0609 -0.1121 -0.6168
C 0.2440 -0.1867 0.6769
N -2.0952 2.3238 0.1589
N -1.6760 1.2663 -0.1641
N -2.1979 -0.9753 0.3745
N 2.4217 -0.4492 -0.2039
F 0.3440 -1.4542 1.0296
H 0.9389 0.8876 -1.1916
H 0.8561 -0.8272 -1.4772
H 0.3737 0.7111 1.4069
H -2.1890 3.1365 -0.5868
H -1.9994 -1.9198 0.1143
H -3.1901 -1.0006 0.5563
H 3.1170 -0.6462 -0.9429
H 2.4119 -1.2300 0.3966
H 3.0028 0.3949 0.1564
*
```